Molecular formula: C5H9NO
Method: DFT, ωB97M-V with the def2-TZVPD basis set

energy relative to the best compared isomer or geometry (same formula, charge and spin): 421.32 kJ/mol
HOMO: -0.2630 hartree
molecular weight: 99.13 g mol⁻¹
SMILES: Cc1ccc[nH]1.O

Cartesian coordinates (Å):
1 O -0.652 -2.123 -2.284
2 N 1.056 -0.060 0.278
3 C 0.727 2.441 -0.112
4 C -0.969 0.737 0.874
5 C -0.703 -0.640 1.467
6 C 0.214 -1.153 0.571
7 C 0.262 1.073 0.333
8 H 0.544 -2.170 0.173
9 H 0.315 3.165 0.657
10 H -1.546 -1.833 -2.503
11 H 0.337 2.735 -0.969
12 H -1.926 1.263 0.955
13 H 2.093 -0.126 -0.087
14 H -0.866 -0.814 2.562
15 H 1.828 2.424 -0.201
16 H -0.140 -1.996 -3.057